Below is 15 unconnected molecules or ions with the total composition C34H91F6N2O37S11, with properties calculated with ωB97M-V/def2-TZVPD.

Positions of all 181 atoms, in Å:
S: -5.5972 -6.0583 2.7957
S: 2.2154 1.6609 -0.9946
S: 5.6643 0.4219 6.9750
S: -6.9968 2.1162 -1.4360
S: 0.1709 1.2814 5.2329
S: -2.7130 -3.1742 -4.8221
S: -2.7344 -8.5138 -1.1363
S: 3.1360 7.0601 -2.5258
S: 0.8589 0.4965 0.8095
S: 1.7073 1.9784 -6.4966
S: 3.7174 3.8372 4.6358
F: -0.6733 -1.5319 -0.2127
F: 4.3700 1.8545 -2.7317
F: -0.4690 -1.5356 1.9970
F: 3.8883 -0.2193 -2.0219
F: 2.6820 0.6796 -3.5195
F: -1.7916 -0.1152 0.9738
O: 2.8161 1.1448 -6.8240
O: -2.3236 -9.9066 -1.3989
O: 3.1978 3.2335 5.8475
O: -7.4919 3.1525 -0.5196
O: -5.9508 -4.7021 3.2535
O: 1.7738 -1.8365 -1.9564
O: 1.1090 2.2772 -8.0081
O: -1.4876 -7.5305 -1.4240
O: 6.3611 -0.5202 7.8360
O: -6.1542 -7.2641 3.4303
O: -1.5607 -3.9669 -4.3789
O: 5.7623 5.2062 -5.9911
O: 1.5550 2.7694 -1.6316
O: -3.7000 -2.9073 -3.5427
O: 1.7438 3.2845 -5.8780
O: 3.4335 8.2890 -3.2731
O: -3.8618 -6.2521 2.8180
O: 6.2923 1.7219 6.6078
O: 1.4474 0.9044 4.5740
O: 0.3619 1.8280 1.2424
O: -5.6724 1.3605 -0.6898
O: -3.5339 -3.6472 -5.9360
O: -1.0980 0.7069 4.2627
O: 1.7400 -4.7508 5.0579
O: 3.0342 2.0299 0.1884
O: -0.0453 0.7921 6.6005
O: 3.0645 -3.7061 -0.2575
O: -7.8654 1.0768 -1.9895
O: 0.3320 -3.8636 3.6701
O: 1.9028 -0.0966 1.6829
O: 2.4739 4.3196 3.6656
O: 5.2133 -0.3211 5.5073
O: -3.9551 -7.9720 -1.6916
O: 4.7511 4.9031 4.6643
O: 2.3620 7.1226 -1.2538
O: 4.5824 6.2350 -2.2546
O: -0.9769 0.9773 -2.4981
N: 1.0108 -3.8592 4.6789
N: 1.1016 0.3786 -0.6708
C: 0.0299 3.2304 -8.1582
C: -1.7184 -6.1017 -1.4512
C: 3.3965 0.9656 -2.4238
C: 4.6228 4.9816 -1.6696
C: 2.4619 -3.3841 1.0442
C: -3.3024 -0.1229 3.8284
C: -4.5506 -2.0274 -1.5311
C: -4.8503 2.2032 0.1401
C: -0.6089 -0.7461 0.9064
C: 3.9398 0.7222 7.6109
C: -2.3488 0.4570 4.9003
C: 2.2658 5.8146 -3.6524
C: 5.3879 3.9730 -5.3935
C: 4.3968 2.3869 3.5978
C: 0.9515 -2.0899 -3.1187
C: 4.5324 -1.5695 5.5026
C: 4.0290 -2.0588 4.1559
C: -2.2509 -1.3227 -5.1646
C: -1.6317 2.1987 -2.1043
C: -0.5691 -5.4855 -0.6240
C: -0.4597 2.9640 -9.5435
C: -3.0492 -5.1326 3.0882
C: -2.7832 -8.2438 0.7321
C: -6.1173 2.9669 -2.8975
C: -5.3348 2.3527 1.6568
C: 5.6932 4.8950 -0.5995
C: 0.2665 1.0695 -5.8462
C: -3.0616 -3.9942 2.0489
C: 1.4956 5.2985 1.6894
C: 2.7286 5.2375 2.6374
C: 0.8994 -2.6233 5.5825
C: -0.2093 3.0943 5.2254
C: -5.8989 -6.1514 0.9306
C: -3.2636 -2.2931 -2.3203
H: -6.2999 2.8539 1.7306
H: -2.0180 -5.4834 3.1271
H: -2.8846 -1.0584 3.4564
H: 4.9402 2.8288 2.7627
H: 3.7233 -1.4299 6.2195
H: 1.2598 6.1370 -3.9210
H: 5.5793 3.8640 -4.3259
H: 2.8580 5.5212 -4.5192
H: -4.6999 3.1723 -0.3357
H: 3.4097 -2.9538 4.2151
H: 2.8051 -2.9636 -0.8081
H: -5.2738 -5.4304 0.4037
H: 5.2532 -2.2595 5.9414
H: 0.6539 5.6158 2.3050
H: 3.5621 -0.1878 8.0771
H: 2.1930 4.9189 -3.0355
H: -2.7157 -5.8280 -1.1068
H: 0.3102 2.8280 -10.3030
H: 3.5431 -1.3154 3.5239
H: -5.6397 1.4271 2.1451
H: -3.8983 1.6944 0.2910
H: -0.2718 0.8206 -1.8658
H: 4.7599 4.3030 -2.5115
H: 1.6227 5.9059 0.7932
H: -0.7718 2.9812 -7.4631
H: 4.9996 1.8185 4.3061
H: -6.3122 4.0388 -2.8649
H: -1.2904 3.1333 5.3584
H: -1.9895 2.0616 -1.0839
H: -2.2852 -3.2811 2.3260
H: -1.1709 2.1381 -9.5577
H: 3.3032 0.9425 6.7540
H: -2.6546 -2.9856 -1.7392
H: -4.2882 -0.3309 4.2444
H: -5.8681 -7.1478 0.4899
H: -1.0586 3.8175 -9.8612
H: -1.3064 -1.1725 -4.6418
H: -5.1783 -1.3718 -2.1347
H: 0.3814 3.4691 6.0613
H: 5.7395 3.8906 -0.1785
H: -0.1633 0.4077 -6.5981
H: 6.7009 5.1285 -6.1771
H: 0.0184 -2.8813 6.1703
H: -2.8379 -7.1598 0.8321
H: 0.7812 -1.7555 4.9337
H: -2.8600 1.3043 5.3573
H: 3.0305 6.2066 3.0347
H: -4.6050 2.9286 2.2259
H: 1.8277 -2.6046 6.1535
H: 4.3976 3.7012 -5.7590
H: -3.6935 -8.6268 1.1934
H: -0.4824 1.8130 -5.5733
H: 3.6641 4.6967 -1.2364
H: -3.0352 -0.6981 -4.7370
H: 0.1248 3.5636 4.3001
H: -5.0502 2.7640 -2.8062
H: -5.0583 -2.9503 -1.2508
H: -3.3450 0.5362 2.9614
H: 3.6318 4.9359 2.1069
H: -0.6553 -4.4200 -0.4110
H: -3.3318 -4.7577 4.0719
H: 4.1289 1.5285 8.3196
H: -4.4476 -1.5221 -0.5709
H: -2.8925 -4.2454 1.0018
H: -0.0778 -2.2279 -2.7879
H: 1.3925 -1.1077 -1.4614
H: 0.5043 0.4883 -4.9554
H: 6.6309 5.1786 -1.0775
H: -0.5872 -5.9737 0.3504
H: 2.3443 -4.2831 1.6493
H: -3.9655 -3.3852 2.0479
H: 5.5593 5.5871 0.2319
H: -6.9192 -5.7726 0.8701
H: 3.5751 1.7593 3.2527
H: 0.3004 4.2814 -8.0563
H: -2.1351 -1.2231 -6.2439
H: -1.8677 -8.6220 1.1869
H: -2.6377 -1.4037 -2.3938
H: -0.9952 3.0832 -2.1272
H: 1.0177 -1.2380 -3.7955
H: -6.7112 2.4877 -3.6758
H: 1.2365 -2.9674 -3.6989
H: -2.5698 2.3989 -2.6221
H: -1.6562 -5.6921 -2.4594
H: 2.8425 -2.5816 1.6760
H: 1.1313 4.3232 1.3665
H: 6.0323 3.2640 -5.9132
H: 0.4010 -5.6974 -1.0738
H: -2.2568 -0.3070 5.6723
H: 4.8663 -2.3775 3.5351
H: 1.4062 -3.1810 0.8644

Force components x, y, z for each atom (eV/Å):
S 1.568 -0.238 -0.269
S 1.400 1.008 1.335
S -1.087 0.363 -1.804
S 1.074 0.646 0.580
S 0.956 -1.609 -0.338
S 0.265 0.899 0.102
S 0.574 -1.293 2.336
S -0.899 -0.707 0.311
S -0.224 -0.055 8.223
S -2.291 0.863 -2.200
S 2.307 -1.069 -1.836
F 0.202 0.406 0.869
F -1.053 -0.930 0.524
F -0.191 1.058 -1.513
F 0.539 1.519 0.018
F 0.029 0.872 0.149
F 0.295 0.066 0.051
O 0.061 0.230 1.027
O -0.588 2.941 0.035
O -0.173 1.436 -1.041
O 0.477 -1.775 -1.444
O 0.604 -2.576 -0.745
O -0.044 -1.436 -1.706
O 0.340 0.239 1.220
O -0.948 -1.015 -0.659
O -0.555 0.981 -0.952
O 1.044 2.315 -1.176
O -1.717 1.453 -0.734
O -0.098 0.672 0.428
O -0.134 -0.467 -0.477
O 0.362 -0.378 -1.625
O 0.678 -1.154 0.332
O -0.061 -2.283 1.578
O -3.567 -0.821 -0.465
O -1.431 -3.225 0.641
O -3.341 1.321 1.237
O 0.230 -2.248 -0.976
O -1.937 0.586 -0.864
O 1.024 0.697 1.977
O 1.665 1.030 1.061
O 2.963 -4.072 1.613
O -1.062 -1.282 -2.836
O 0.028 0.937 -1.883
O 0.131 0.449 1.853
O 1.621 1.573 1.184
O -3.275 -0.296 -4.282
O -2.247 0.951 -2.031
O 0.095 -0.904 2.308
O 1.797 2.628 0.645
O 0.780 -0.351 0.021
O -2.417 -1.753 0.196
O 1.891 -0.100 -2.761
O -1.529 3.815 -1.182
O -1.191 0.952 -1.027
N 0.487 5.609 3.106
N 2.869 2.505 -4.347
C 0.207 -0.808 -0.294
C 1.014 1.406 0.149
C -0.528 -1.453 0.881
C -0.996 -1.748 0.832
C -1.239 -1.178 -0.738
C 1.057 0.037 -0.021
C -0.010 0.323 -0.162
C -0.283 -0.146 2.469
C 0.180 -0.826 0.560
C 1.520 -0.401 -0.284
C -1.298 -1.332 -0.318
C 0.781 0.157 1.169
C 0.809 -0.865 -1.653
C -0.775 1.382 0.989
C 0.157 0.504 1.048
C -0.362 -0.783 1.424
C 0.943 0.357 -0.824
C 0.148 -2.080 0.443
C -0.047 -0.696 1.012
C -0.631 -0.707 0.402
C -1.273 0.449 -0.822
C 0.459 1.684 -0.279
C -0.178 0.271 -1.558
C -1.385 -0.720 1.541
C -1.253 0.332 -1.436
C 0.336 0.280 -0.466
C 0.314 0.130 0.274
C -0.364 0.583 0.326
C -0.027 -0.528 1.153
C 0.514 0.648 -1.974
C 0.251 -2.129 -1.584
C 0.653 -1.384 -0.181
C -0.500 0.590 1.328
C -0.017 -0.458 1.813
H 0.131 0.667 -0.382
H -0.058 -0.322 0.243
H -0.014 -0.097 0.098
H 0.077 -0.118 0.197
H -0.371 -0.469 -0.146
H 0.273 0.347 0.146
H -0.377 0.384 0.018
H 0.155 0.611 0.026
H 0.019 0.049 0.109
H -0.244 0.139 0.544
H -0.080 0.064 -0.468
H 0.280 -0.182 0.330
H -0.277 -0.497 -0.071
H -0.097 0.677 -0.122
H 0.335 0.089 0.178
H -0.186 0.021 0.164
H -0.008 -0.295 0.375
H 0.147 -0.092 0.329
H -0.399 0.243 0.493
H 0.990 -0.474 -0.216
H 0.051 -0.133 -0.859
H 0.325 -0.083 0.393
H 0.410 -0.390 0.340
H 0.200 0.240 0.341
H 0.058 0.232 0.229
H 0.220 0.228 -0.186
H -0.090 -0.172 0.202
H 0.179 0.184 0.164
H 0.246 0.206 0.379
H 0.343 -0.244 0.089
H 0.338 -0.315 -0.101
H 0.224 0.493 0.134
H 0.144 -0.337 -0.247
H 0.011 0.195 0.012
H 0.361 0.013 0.468
H -0.040 0.195 -0.113
H -0.098 0.110 -0.026
H -0.342 -0.244 0.035
H -0.259 0.079 0.023
H 0.077 -0.052 -0.209
H 0.471 0.091 -0.190
H -0.058 0.296 0.024
H -0.193 0.650 0.554
H 0.178 -0.055 0.024
H -0.148 0.010 0.253
H 0.559 0.600 -0.034
H -0.534 0.180 0.225
H 0.102 -0.291 -0.024
H -0.330 0.165 0.207
H -0.243 0.257 0.713
H 0.151 -0.365 -0.291
H 0.207 0.052 0.073
H -0.252 0.155 0.140
H 0.020 -0.202 -0.193
H -0.060 -0.313 -0.020
H -0.266 -0.283 -0.385
H -0.109 -0.108 -0.546
H -0.279 0.149 0.131
H -0.030 -0.351 -0.369
H -0.154 0.064 -0.382
H 0.266 0.247 -0.040
H -0.572 0.039 -0.108
H 0.732 0.198 -0.105
H 0.236 -0.600 0.036
H -0.181 -0.029 -0.190
H -0.208 0.197 0.122
H 0.252 0.242 -0.026
H 0.287 -0.271 0.185
H 0.179 0.029 0.164
H 0.701 -0.153 -0.032
H -0.378 -0.256 0.212
H -0.395 0.094 -0.128
H -0.107 -0.077 -0.008
H -0.215 0.261 0.086
H 0.577 -0.234 0.374
H -0.139 -0.066 0.151
H -0.158 -0.079 -0.207
H -0.206 0.244 -0.735
H 0.172 -0.130 -0.198
H -0.125 0.163 -0.134
H 0.797 0.099 -0.459
H 0.377 -0.102 0.517
H 0.254 -0.362 -0.822
H -0.031 -0.610 -0.298
H 0.601 0.062 -0.581
H 0.693 -0.382 -0.059
H -0.034 -0.773 0.403
H -0.101 0.115 -0.090
H 0.382 0.117 0.118
H 0.359 -0.015 0.083
H -0.165 0.512 -0.056

⟨S²⟩: 0.753
Multiplicity: 2
LUMO (alpha / beta) in Eh: 0.0857 / 0.0857
Charge: -2
Largest force on an atom in Eh/bohr: 0.160
HOMO energy (alpha / beta) in eV: 0.93 / -3.36
Total energy in a.u.: -9222.28854
Molar mass in g mol⁻¹: 1586.80

Atomic partial charges in e from the Löwdin method, atoms 1 to 2: atom 1 (S): 0.74, atom 2 (S): 0.74